{
  "formula": "C37H93N7O9",
  "method": "ωB97M-V/def2-TZVPD",
  "symbols": ["C", "C", "C", "C", "C", "C", "N", "O", "C", "C", "C", "H", "H", "H", "H", "H", "H", "H", "H", "H", "H", "H", "H", "H", "H", "H", "H", "H", "H", "H", "C", "O", "C", "C", "N", "C", "C", "O", "C", "H", "H", "H", "H", "H", "H", "H", "H", "H", "H", "H", "H", "H", "H", "H", "C", "O", "C", "C", "N", "C", "C", "O", "C", "H", "H", "H", "H", "H", "H", "H", "H", "H", "H", "H", "H", "H", "H", "H", "C", "C", "C", "O", "C", "N", "H", "H", "H", "H", "H", "H", "H", "H", "H", "H", "H", "C", "C", "C", "O", "C", "N", "H", "H", "H", "H", "H", "H", "H", "H", "H", "H", "H", "C", "C", "C", "O", "C", "N", "H", "H", "H", "H", "H", "H", "H", "H", "H", "H", "H", "C", "C", "C", "O", "C", "N", "H", "H", "H", "H", "H", "H", "H", "H", "H", "H", "H"],
  "coordinates": [[0.85065, -0.01773, -2.61131], [1.04773, 0.32097, -1.13171], [0.05150, 1.44720, -0.83717], [-0.04420, 1.56330, 0.67508], [-0.39479, 0.27007, 1.32967], [0.48196, -0.88709, 1.08508], [0.77491, -0.94683, -0.42244], [1.58422, -2.01598, -0.73945], [1.77193, -0.61421, 1.99114], [-0.31785, -2.17825, 1.49038], [2.47339, 0.76122, -0.87133], [-0.15363, -0.37866, -2.83325], [1.60837, -0.74875, -2.89341], [1.08543, 0.74323, -3.35556], [0.41998, 2.34775, -1.32842], [-0.89617, 1.16032, -1.29293], [-0.91383, 2.19325, 0.86212], [0.86161, 1.98998, 1.10584], [-1.43957, 0.06850, 1.09323], [-0.32445, 0.49317, 2.39427], [2.12174, 0.41662, 2.04692], [1.86507, -1.05486, 2.98374], [2.53181, -1.03533, 1.33287], [0.07460, -3.09415, 1.04856], [-0.50827, -2.30629, 2.55595], [-1.31132, -2.14595, 1.04308], [2.79531, 1.34963, -1.73054], [3.02919, -0.17640, -0.86304], [2.62179, 1.40763, -0.00633], [0.99631, -2.49955, -1.32435], [-7.22003, -5.47771, 1.03093], [-8.04706, -5.59469, -0.13990], [-8.77787, -4.35884, -0.36441], [-9.29245, -4.45068, -1.76854], [-10.15156, -5.61377, -1.95676], [-9.77366, -6.58853, -3.04442], [-10.95980, -7.49154, -3.34385], [-11.24895, -8.40787, -2.25119], [-12.38410, -8.13454, -1.42310], [-6.59554, -6.31310, 1.34754], [-7.79602, -5.15089, 1.89669], [-6.57081, -4.66129, 0.71457], [-8.12712, -3.48724, -0.29390], [-9.46773, -4.04401, 0.41858], [-8.51063, -4.46095, -2.52798], [-9.83067, -3.57554, -2.13263], [-10.15432, -6.06824, -1.05479], [-8.92384, -7.22779, -2.80518], [-9.47340, -6.15903, -4.00018], [-10.72418, -8.22051, -4.11921], [-11.81683, -6.92839, -3.71329], [-13.28831, -8.50584, -1.90544], [-12.40407, -7.05831, -1.25151], [-12.39638, -8.72949, -0.50987], [3.72263, -7.63147, -2.15453], [2.84078, -7.68221, -3.36397], [1.46212, -7.37303, -3.07936], [0.94780, -6.50107, -4.22030], [-0.34585, -5.85483, -3.85694], [-1.40879, -6.80667, -3.26733], [-2.57675, -6.00742, -2.78874], [-3.27152, -5.29968, -3.80890], [-3.16588, -3.86737, -3.69915], [3.87157, -6.67344, -1.65642], [4.67238, -8.06314, -2.47032], [3.26250, -8.11828, -1.29464], [1.35363, -6.78640, -2.16711], [0.92802, -8.32133, -3.01968], [0.86931, -6.96272, -5.20458], [1.68933, -5.71729, -4.37501], [-0.63997, -5.32031, -4.66185], [-0.94672, -7.46777, -2.53415], [-1.73688, -7.44596, -4.08695], [-2.35688, -5.38027, -1.92476], [-3.33155, -6.65490, -2.34248], [-3.86219, -3.48420, -2.95320], [-3.60083, -3.53043, -4.64010], [-2.19278, -3.39125, -3.57883], [-6.64162, 7.00274, 0.36923], [-5.20175, 6.61917, 0.14949], [-4.26016, 7.18154, 1.19686], [-4.47722, 6.48129, 2.44254], [-3.60594, 6.72066, 3.53424], [-5.14366, 5.14031, 0.04991], [-7.07852, 6.75108, 1.33560], [-7.21401, 6.37615, -0.31478], [-6.89029, 8.05583, 0.23784], [-4.81521, 6.93630, -0.81908], [-4.51296, 8.22573, 1.38090], [-3.27643, 7.03959, 0.74939], [-3.89239, 5.97991, 4.28079], [-3.76706, 7.72543, 3.92485], [-2.53922, 6.60162, 3.34436], [-5.03931, 4.71062, 0.95797], [-4.20565, 5.06060, -0.31599], [1.93853, 4.12111, 7.36361], [3.22217, 3.61504, 7.94174], [3.17849, 2.76837, 9.20811], [2.55522, 3.52279, 10.23848], [2.27579, 2.71068, 11.35148], [3.85909, 3.01335, 6.81738], [1.11052, 4.34534, 8.03610], [1.39472, 3.34053, 6.83154], [2.16444, 4.98263, 6.73526], [3.78026, 4.52727, 8.15261], [4.23638, 2.53001, 9.31833], [2.84373, 1.78208, 8.88676], [1.78616, 3.21225, 12.18623], [3.22988, 2.28711, 11.66518], [1.61641, 1.90389, 11.03147], [4.63473, 2.37403, 6.91616], [4.15416, 3.66434, 6.10376], [3.37960, 6.90184, -0.42528], [4.87535, 6.56256, -0.22880], [5.95940, 7.60828, -0.74693], [7.28142, 7.06279, -0.68986], [8.29745, 8.01930, -1.00889], [4.96369, 6.49963, 1.17984], [3.12906, 6.58897, -1.43890], [3.18407, 7.96585, -0.29204], [2.72851, 6.47611, 0.33821], [5.07339, 5.51953, -0.47574], [5.82850, 8.47177, -0.09472], [5.66010, 7.87804, -1.75972], [9.28279, 7.62305, -0.76354], [8.15733, 8.81936, -0.28199], [8.19675, 8.24328, -2.07086], [5.94071, 6.37866, 1.40543], [4.78485, 7.33624, 1.71669], [10.83317, 0.06681, -2.84002], [9.92903, 1.13743, -3.23948], [8.43876, 0.83011, -3.24921], [8.26671, 0.05006, -4.38229], [6.92523, -0.54064, -4.49250], [10.14128, 2.31382, -2.39462], [10.45607, -0.37745, -1.91887], [11.84842, 0.43615, -2.69527], [10.83215, -0.81993, -3.47388], [10.13096, 1.43698, -4.26788], [7.80744, 1.71865, -3.25588], [8.12584, 0.16490, -2.44442], [6.67229, -1.07287, -3.57552], [6.78192, -1.30249, -5.25875], [6.11485, 0.18663, -4.54217], [10.17886, 2.20708, -1.39098], [9.38320, 2.91758, -2.67903]],
  "mulliken_charge": [-2.106, 1.801, -1.209, -0.626, -1.195, 1.585, 0.276, -0.421, -1.620, -1.798, -1.869, 0.377, 0.517, 0.394, 0.394, 0.401, 0.333, 0.344, 0.398, 0.311, 0.290, 0.388, 0.377, 0.374, 0.395, 0.394, 0.502, 0.381, 0.252, 0.350, -0.741, -0.269, -0.707, -0.797, -0.288, -0.472, -0.689, -0.354, -0.680, 0.244, 0.295, 0.303, 0.554, 0.380, 0.275, 0.374, 0.321, 0.306, 0.418, 0.375, 0.346, 0.262, 0.333, 0.213, -0.734, -0.370, -0.382, -0.684, -0.168, -0.370, -0.795, -0.369, -0.738, 0.297, 0.257, 0.327, 0.378, 0.225, 0.270, 0.327, 0.217, 0.387, 0.293, 0.315, 0.435, 0.306, 0.284, 0.299, -1.565, 0.538, -0.665, -0.293, -0.767, -0.788, 0.284, 0.416, 0.364, 0.419, 0.338, 0.352, 0.247, 0.278, 0.299, 0.291, 0.253, -1.484, 0.790, -0.750, -0.310, -0.712, -0.655, 0.325, 0.342, 0.330, 0.137, 0.335, 0.406, 0.240, 0.298, 0.310, 0.184, 0.214, -1.468, 0.488, -0.709, -0.280, -0.699, -0.754, 0.350, 0.337, 0.439, 0.312, 0.300, 0.371, 0.249, 0.311, 0.277, 0.236, 0.238, -1.532, 0.730, -0.634, -0.334, -0.799, -0.678, 0.354, 0.361, 0.358, 0.157, 0.342, 0.272, 0.321, 0.295, 0.311, 0.229, 0.249],
  "smiles": "CC1(C)CCCC(C)(C)N1O.COC[C@H](C)N.COC[C@H](C)N.COC[C@H](C)N.COC[C@H](C)N.COCCNCCOC.COCCNCCOC",
  "total_energy_ev": -68723.593,
  "lumo_energy_ev": 0.296,
  "total_charge": 0,
  "orbital_gap_ev": 8.6277,
  "relative_energy_kcal_mol": 120.7,
  "e_homo_ev": -8.331
}

{
  "formula": "C4H9AsF9S",
  "method": "ωB97M-V/def2-TZVPD",
  "symbols": ["F", "C", "F", "C", "C", "As", "C", "F", "F", "S", "F", "F", "F", "F", "F", "H", "H", "H", "H", "H", "H", "H", "H", "H"],
  "coordinates": [[-1.84653, 0.66320, -1.27714], [-0.72046, 0.29137, -0.57749], [-1.08287, -0.73154, 0.19784], [-0.19162, 1.47851, 0.20374], [-0.53914, 1.47494, 1.68723], [0.69830, 0.34870, 2.88853], [0.28601, -0.19654, -1.67460], [1.48586, -0.43050, -1.15002], [0.41211, 0.78886, -2.57887], [-0.14939, -1.79953, -2.63940], [1.35356, -1.88205, -3.17475], [-0.55187, -0.99901, -3.95952], [-1.66812, -1.77932, -2.18824], [0.24070, -2.65989, -1.36740], [-0.44347, -3.15338, -3.42284], [0.89636, 1.54881, 0.08725], [-0.62573, 2.34771, -0.30499], [-0.40073, 2.49876, 2.05412], [-1.58385, 1.18753, 1.86198], [1.22408, -0.46802, 1.61358], [1.82631, 1.47372, 2.61701], [0.14142, 1.20290, 4.13901], [-0.45526, -0.75632, 3.12276], [1.69434, -0.44890, 3.84220]],
  "mulliken_charge": [-0.338, 1.201, -0.290, -0.683, -1.566, -0.791, 0.310, -0.228, -0.301, 1.353, -0.324, -0.321, -0.293, -0.284, -0.297, 0.308, 0.359, 0.466, 0.401, -0.015, 0.069, 0.076, 0.055, 0.136],
  "total_energy_ev": -100419.929,
  "lumo_energy_ev": 2.698,
  "total_charge": -1,
  "orbital_gap_ev": 5.9731,
  "e_homo_ev": -3.275
}

{
  "formula": "C4H10NO3",
  "method": "ωB97M-V/def2-TZVPD",
  "symbols": ["C", "C", "C", "C", "N", "O", "O", "O", "H", "H", "H", "H", "H", "H", "H", "H", "H", "H"],
  "coordinates": [[-2.28973, 0.60562, -0.00579], [-1.12217, 0.70919, -0.58985], [0.51180, 0.00030, 1.33268], [0.23291, 0.56013, -0.05753], [1.24868, 1.04973, -0.76819], [1.72266, -0.75119, 1.14925], [0.74910, 1.10007, 2.12909], [0.20518, -1.63008, -1.19411], [-3.18513, 0.81056, -0.50013], [-2.38139, 0.54955, 1.06942], [-1.11485, 0.73696, -1.59258], [-0.28966, -0.72388, 1.74573], [2.21691, 0.92972, -0.34902], [1.11944, 1.71952, -1.53413], [-0.05177, -2.51718, -1.36667], [2.05064, -1.00605, 2.00552], [0.29515, 1.03052, 2.91724], [1.16074, -1.67667, -0.96183]],
  "mulliken_charge": [-0.878, -0.546, -0.003, 0.814, -0.248, -0.518, -0.462, -0.546, 0.330, 0.249, 0.457, 0.470, 0.317, 0.282, 0.296, 0.309, 0.358, 0.319],
  "total_energy_ev": -11934.751,
  "lumo_energy_ev": -4.958,
  "total_charge": 1,
  "orbital_gap_ev": 9.9784,
  "relative_energy_kcal_mol": 42.9,
  "e_homo_ev": -14.936
}

Repeat the second record exactly.
{
  "formula": "C4H9AsF9S",
  "method": "ωB97M-V/def2-TZVPD",
  "symbols": ["F", "C", "F", "C", "C", "As", "C", "F", "F", "S", "F", "F", "F", "F", "F", "H", "H", "H", "H", "H", "H", "H", "H", "H"],
  "coordinates": [[-1.84653, 0.66320, -1.27714], [-0.72046, 0.29137, -0.57749], [-1.08287, -0.73154, 0.19784], [-0.19162, 1.47851, 0.20374], [-0.53914, 1.47494, 1.68723], [0.69830, 0.34870, 2.88853], [0.28601, -0.19654, -1.67460], [1.48586, -0.43050, -1.15002], [0.41211, 0.78886, -2.57887], [-0.14939, -1.79953, -2.63940], [1.35356, -1.88205, -3.17475], [-0.55187, -0.99901, -3.95952], [-1.66812, -1.77932, -2.18824], [0.24070, -2.65989, -1.36740], [-0.44347, -3.15338, -3.42284], [0.89636, 1.54881, 0.08725], [-0.62573, 2.34771, -0.30499], [-0.40073, 2.49876, 2.05412], [-1.58385, 1.18753, 1.86198], [1.22408, -0.46802, 1.61358], [1.82631, 1.47372, 2.61701], [0.14142, 1.20290, 4.13901], [-0.45526, -0.75632, 3.12276], [1.69434, -0.44890, 3.84220]],
  "mulliken_charge": [-0.338, 1.201, -0.290, -0.683, -1.566, -0.791, 0.310, -0.228, -0.301, 1.353, -0.324, -0.321, -0.293, -0.284, -0.297, 0.308, 0.359, 0.466, 0.401, -0.015, 0.069, 0.076, 0.055, 0.136],
  "total_energy_ev": -100419.929,
  "lumo_energy_ev": 2.698,
  "total_charge": -1,
  "orbital_gap_ev": 5.9731,
  "e_homo_ev": -3.275
}